(1)
61
Properties=species:S:1:pos:R:3 method="wB97M-V/def2-TZVPD" multiplicity=1 homo_ev=-9.5 gap_ha=0.3471 e_above_lowest_kj_mol=0.0
K -0.412 0.498 -1.333
N 0.233 2.512 -3.213
S 0.095 3.936 -2.506
O 0.513 5.034 -3.315
O 0.248 3.943 -1.081
F -1.514 4.023 -2.659
S 1.909 2.382 -3.197
O 2.456 2.243 -1.901
O 2.704 2.936 -4.223
F 1.744 0.878 -3.737
C 4.116 -3.123 -4.193
O 2.899 -2.591 -3.696
P 2.725 -2.045 -2.243
O 1.442 -1.402 -2.002
O 3.965 -1.148 -2.065
C 4.170 -0.434 -0.830
O 3.042 -3.272 -1.302
C 2.012 -4.164 -0.845
H 4.163 -4.204 -4.063
H 4.986 -2.671 -3.712
H 4.188 -2.865 -5.248
H 3.628 -0.911 -0.012
H 3.848 0.595 -0.953
H 5.236 -0.470 -0.621
H 2.242 -4.391 0.191
H 2.056 -5.063 -1.458
H 1.032 -3.703 -0.950
C 2.239 2.686 1.664
O 2.024 1.703 2.707
P 0.768 0.792 2.518
O 0.646 0.139 1.212
O 0.864 -0.147 3.777
C 0.082 -1.350 3.747
O -0.489 1.722 2.783
C -0.632 2.506 3.962
H 3.204 2.467 1.219
H 2.240 3.693 2.077
H 1.480 2.676 0.882
H -0.957 -1.115 3.981
H 0.502 -2.040 4.470
H 0.100 -1.807 2.757
H 0.220 2.411 4.631
H -1.574 2.232 4.442
H -0.766 3.551 3.675
C -5.151 1.895 0.069
O -5.468 0.497 -0.109
P -4.331 -0.547 0.186
O -2.978 -0.157 -0.222
O -4.460 -0.909 1.719
C -3.914 -0.029 2.704
O -4.911 -1.806 -0.498
C -4.127 -2.997 -0.593
H -5.409 2.195 1.085
H -5.776 2.464 -0.612
H -4.100 2.095 -0.128
H -3.400 0.830 2.267
H -3.170 -0.580 3.278
H -4.702 0.316 3.368
H -4.662 -3.803 -0.097
H -3.153 -2.888 -0.111
H -3.963 -3.221 -1.645

=====

(2)
43
Properties=species:S:1:pos:R:3 method="wB97M-V/def2-TZVPD" multiplicity=1 homo_ev=-2.5 gap_ha=0.1846 charge=-1
C 2.351 -1.384 -0.830
C 2.489 0.104 -0.401
C 3.592 0.722 -1.335
C 1.215 0.968 -0.607
C -0.091 0.391 -0.006
C -1.310 0.911 -0.855
P -2.721 -0.231 -0.773
N -2.954 -0.968 0.611
O -2.589 -1.424 -1.999
O -4.101 0.660 -1.213
H 3.235 -1.919 -0.422
H 2.440 -1.449 -1.925
H 1.471 -1.897 -0.427
H 2.874 0.163 0.641
H 3.684 1.797 -1.117
H 3.182 0.659 -2.361
H 4.541 0.170 -1.278
H 1.098 1.238 -1.671
H 1.402 1.926 -0.089
H -0.243 0.757 1.031
H -0.122 -0.714 0.043
H -0.977 0.892 -1.919
H -2.212 -0.660 1.231
H -3.310 -1.308 -2.618
H -4.093 0.796 -2.160
C -5.596 -3.501 -2.018
O -4.482 -4.379 -1.967
H -6.495 -4.087 -2.207
H -5.699 -2.979 -1.064
H -5.460 -2.776 -2.827
H -3.702 -3.835 -1.797
C 3.701 -0.580 3.585
O 2.672 0.300 3.151
H 3.533 -1.553 3.128
H 4.680 -0.202 3.274
H 3.677 -0.686 4.673
H 2.832 1.152 3.561
C -0.052 4.038 1.838
O 1.167 3.521 1.313
H -0.409 4.815 1.166
H -0.802 3.247 1.899
H 0.115 4.470 2.831
H 1.469 2.834 1.911

=====

(3)
56
Properties=species:S:1:pos:R:3 method="wB97M-V/def2-TZVPD" multiplicity=2 homo_ev="-4.2 / -4.1" gap_ha="0.2535 / 0.2305" s_squared=0.7587 charge=-1 e_above_lowest_kj_mol=0.0
Ag -0.467 -1.101 0.108
Br 2.167 -1.372 0.949
Br -2.963 -0.064 -0.701
O -1.219 -3.086 -0.549
H -1.281 -3.951 -0.111
C -1.658 -4.314 4.604
O -1.575 -3.446 3.452
P -1.632 -1.866 3.511
O -1.356 -1.271 2.218
O -3.124 -1.594 4.019
C -3.638 -0.240 3.891
O -0.721 -1.422 4.741
C 0.680 -1.372 4.517
H -1.726 -5.306 4.175
H -2.613 -4.060 5.072
H -0.868 -4.121 5.324
H -2.937 0.452 3.427
H -3.885 0.026 4.919
H -4.496 -0.299 3.223
H 1.073 -0.362 4.402
H 0.997 -1.950 3.641
H 1.221 -1.843 5.347
C -0.455 3.640 1.688
O -0.108 3.847 0.314
P 0.603 2.619 -0.445
O 0.181 1.333 0.085
O 0.304 2.959 -1.960
C -1.037 3.267 -2.333
O 2.189 2.910 -0.388
C 2.821 2.652 0.857
H -1.522 3.470 1.848
H -0.221 4.597 2.155
H 0.013 2.805 2.202
H -1.403 4.142 -1.796
H -1.708 2.426 -2.134
H -1.068 3.468 -3.402
H 3.536 3.437 1.116
H 3.475 1.773 0.761
H 2.148 2.385 1.665
C -0.779 0.113 -4.623
O 0.576 0.068 -4.185
P 1.271 -1.035 -3.257
O 0.513 -1.234 -2.043
O 1.400 -2.337 -4.172
C 1.628 -2.245 -5.557
O 2.775 -0.539 -3.103
C 3.187 0.834 -2.865
H -1.393 -0.461 -3.926
H -0.846 -0.242 -5.653
H -1.071 1.161 -4.586
H 2.682 -2.422 -5.814
H 1.453 -1.239 -5.944
H 1.076 -2.981 -6.140
H 2.361 1.486 -3.152
H 4.004 0.956 -3.573
H 3.438 0.946 -1.817

=====

(4)
47
Properties=species:S:1:pos:R:3 method="wB97M-V/def2-TZVPD" multiplicity=1 homo_ev=-7.2 gap_ha=0.2392 e_above_lowest_kj_mol=27.5
O -2.359 1.334 -1.480
V -1.407 0.085 -1.789
O -2.153 -1.171 -1.147
C 2.927 0.487 0.612
C 1.899 -0.648 0.364
C 2.214 -1.750 1.382
C 1.565 -1.529 2.747
C 0.205 -0.829 2.728
C -0.049 0.264 1.690
N 0.529 -0.172 0.417
O 0.255 0.768 -0.600
C 0.574 1.573 2.242
C -1.557 0.409 1.608
C 2.204 -1.264 -0.999
H 2.617 1.370 0.051
H 3.906 0.164 0.250
H 3.039 0.733 1.665
H 3.290 -1.869 1.509
H 1.859 -2.709 0.986
H 2.240 -0.898 3.343
H 1.554 -2.478 3.284
H -0.032 -0.491 3.736
H -0.451 -1.683 2.507
H 0.737 2.290 1.438
H 1.447 1.400 2.863
H -0.184 2.106 2.827
H -1.982 -0.497 1.173
H -1.929 1.213 0.972
H -1.947 0.564 2.615
H 2.121 -0.529 -1.797
H 1.506 -2.092 -1.148
H 3.186 -1.737 -0.968
O 0.015 -1.221 -3.014
H 0.797 -0.931 -3.495
H -0.041 -2.172 -3.155
O -0.904 1.320 -3.734
H -1.158 2.248 -3.797
H -0.290 1.167 -4.459
O -4.631 0.147 0.065
H -4.016 -0.591 -0.035
H -4.240 0.691 0.754
O -0.517 3.544 -0.263
H -1.323 3.532 0.260
H -0.224 2.613 -0.285
O -3.001 -0.624 -3.741
H -3.676 -1.295 -3.589
H -2.612 -0.843 -4.593

=====

(5)
46
Properties=species:S:1:pos:R:3 method="wB97M-V/def2-TZVPD" multiplicity=1 homo_ev=-10.0 gap_ha=0.3803 e_above_lowest_kj_mol=265.3 smiles=OCCO.OCCO.OCCO.OCCO.CO
O -2.905 12.012 27.469
C -1.822 12.387 26.594
C -0.557 11.765 27.181
O 0.494 12.665 26.783
H -3.021 11.063 27.382
H -2.029 12.002 25.596
H -1.771 13.474 26.540
H -0.363 10.776 26.766
H -0.593 11.828 28.269
H 0.599 12.623 25.830
O -9.255 13.298 24.418
C -7.994 13.759 24.886
C -8.007 14.307 26.355
O -6.649 14.560 26.735
H -9.237 12.983 23.511
H -7.324 12.901 24.827
H -7.537 14.460 24.188
H -8.415 13.512 26.979
H -8.701 15.144 26.439
H -6.094 13.786 26.849
O -1.492 18.654 20.428
C -2.478 18.018 19.684
C -3.417 17.130 20.408
O -3.802 16.170 19.568
H -0.803 19.031 19.876
H -3.113 18.733 19.162
H -1.980 17.445 18.901
H -4.272 17.759 20.657
H -3.019 16.786 21.362
H -4.301 16.652 18.905
O -8.114 21.298 24.682
C -9.189 20.802 25.489
C -10.546 21.189 24.863
O -11.150 20.113 24.074
H -7.237 21.282 25.072
H -9.289 19.720 25.569
H -9.301 21.272 26.466
H -10.530 21.896 24.034
H -11.270 21.593 25.571
H -11.406 19.395 24.658
C -2.669 18.632 26.331
O -4.045 18.486 26.172
H -2.337 19.666 26.243
H -2.366 18.126 27.248
H -2.158 17.990 25.613
H -4.453 17.680 26.497

=====

Copy entry 2 word for word.
43
Properties=species:S:1:pos:R:3 method="wB97M-V/def2-TZVPD" multiplicity=1 homo_ev=-2.5 gap_ha=0.1846 charge=-1
C 2.351 -1.384 -0.830
C 2.489 0.104 -0.401
C 3.592 0.722 -1.335
C 1.215 0.968 -0.607
C -0.091 0.391 -0.006
C -1.310 0.911 -0.855
P -2.721 -0.231 -0.773
N -2.954 -0.968 0.611
O -2.589 -1.424 -1.999
O -4.101 0.660 -1.213
H 3.235 -1.919 -0.422
H 2.440 -1.449 -1.925
H 1.471 -1.897 -0.427
H 2.874 0.163 0.641
H 3.684 1.797 -1.117
H 3.182 0.659 -2.361
H 4.541 0.170 -1.278
H 1.098 1.238 -1.671
H 1.402 1.926 -0.089
H -0.243 0.757 1.031
H -0.122 -0.714 0.043
H -0.977 0.892 -1.919
H -2.212 -0.660 1.231
H -3.310 -1.308 -2.618
H -4.093 0.796 -2.160
C -5.596 -3.501 -2.018
O -4.482 -4.379 -1.967
H -6.495 -4.087 -2.207
H -5.699 -2.979 -1.064
H -5.460 -2.776 -2.827
H -3.702 -3.835 -1.797
C 3.701 -0.580 3.585
O 2.672 0.300 3.151
H 3.533 -1.553 3.128
H 4.680 -0.202 3.274
H 3.677 -0.686 4.673
H 2.832 1.152 3.561
C -0.052 4.038 1.838
O 1.167 3.521 1.313
H -0.409 4.815 1.166
H -0.802 3.247 1.899
H 0.115 4.470 2.831
H 1.469 2.834 1.911